Record 1
{"formula": "C3H2CrLiO3", "method": "ωB97M-V/def2-TZVPD", "symbols": ["C", "C", "O", "C", "O", "O", "Cr", "H", "H", "Li"], "coordinates": [[-1.323, 0.298, -0.471], [-0.186, -0.103, 0.310], [0.864, 0.746, 0.328], [2.124, 0.284, -0.103], [2.250, -0.892, -0.377], [-2.458, -0.139, -0.303], [3.843, 0.612, 0.893], [-0.349, -0.717, 1.203], [-0.502, -0.332, -1.250], [-4.263, 0.243, -0.229]], "mulliken_charge": [0.14, -0.02, -0.25, 0.45, -0.39, -0.61, 1.17, 0.34, 0.23, 0.95], "multiplicity": 6, "homo_ha": [-0.6102, -0.6523], "s_squared": 8.966, "energy_ev": -37889.5993, "charge": 2, "relative_energy_kj_mol": 140.4, "homo_lumo_gap_ev": [6.325, 8.659]}

---

Record 2
{"formula": "C15H40N5O9S", "method": "ωB97M-V/def2-TZVPD", "symbols": ["S", "O", "O", "O", "O", "C", "C", "O", "N", "H", "H", "C", "H", "H", "H", "H", "H", "H", "C", "C", "O", "N", "H", "H", "C", "H", "H", "H", "H", "H", "H", "C", "C", "O", "N", "H", "H", "C", "H", "H", "H", "H", "H", "H", "C", "C", "O", "N", "H", "H", "C", "H", "H", "H", "H", "H", "H", "C", "C", "O", "N", "H", "H", "C", "H", "H", "H", "H", "H", "H"], "coordinates": [[-8.303, 9.281, 29.109], [-9.204, 9.485, 30.281], [-8.137, 10.566, 28.453], [-7.064, 8.762, 29.664], [-8.785, 8.478, 28.025], [-10.257, 3.449, 25.475], [-8.928, 3.229, 24.871], [-8.532, 2.153, 24.429], [-8.019, 4.473, 24.738], [-8.389, 5.267, 25.240], [-7.120, 4.256, 25.143], [-7.806, 4.897, 23.246], [-10.324, 4.437, 25.929], [-10.317, 2.775, 26.330], [-11.176, 3.443, 24.889], [-8.723, 4.997, 22.665], [-7.116, 4.151, 22.852], [-7.262, 5.832, 23.380], [-2.967, 11.071, 26.238], [-2.591, 12.321, 27.065], [-1.556, 12.879, 26.998], [-3.680, 12.861, 27.996], [-3.879, 13.842, 27.858], [-4.508, 12.321, 27.790], [-3.225, 12.540, 29.417], [-2.546, 10.817, 25.265], [-4.023, 11.129, 25.973], [-2.782, 10.193, 26.857], [-2.817, 11.529, 29.430], [-4.167, 12.547, 29.966], [-2.511, 13.354, 29.546], [-6.630, 4.059, 32.739], [-5.929, 4.570, 34.005], [-5.053, 4.016, 34.615], [-6.273, 6.012, 34.192], [-5.568, 6.436, 34.779], [-6.319, 6.486, 33.302], [-7.603, 6.018, 34.962], [-7.630, 4.374, 33.038], [-6.461, 2.987, 32.630], [-6.368, 4.634, 31.850], [-7.584, 5.570, 35.956], [-8.382, 5.673, 34.282], [-7.730, 7.074, 35.201], [-10.882, 15.765, 23.947], [-10.313, 14.382, 23.685], [-9.247, 14.244, 23.110], [-10.936, 13.188, 24.471], [-10.243, 12.834, 25.115], [-11.703, 13.419, 25.085], [-11.484, 12.098, 23.547], [-11.746, 15.947, 23.309], [-10.087, 16.496, 23.795], [-11.296, 15.872, 24.950], [-12.146, 11.422, 24.088], [-10.672, 11.706, 22.935], [-12.152, 12.477, 22.773], [-12.131, 14.224, 32.815], [-13.220, 13.421, 33.368], [-13.805, 13.695, 34.390], [-13.570, 12.154, 32.577], [-13.656, 12.475, 31.623], [-12.724, 11.659, 32.334], [-14.762, 11.283, 33.011], [-11.128, 14.009, 33.184], [-12.403, 15.232, 33.128], [-12.096, 14.382, 31.737], [-14.279, 10.439, 33.503], [-15.339, 11.010, 32.127], [-15.368, 11.786, 33.765]], "mulliken_charge": [1.10, -0.78, -0.80, -0.78, -0.71, -0.90, 0.52, -0.42, -0.17, 0.40, 0.36, -0.81, 0.33, 0.31, 0.31, 0.33, 0.36, 0.38, -1.01, 0.52, -0.37, -0.17, 0.33, 0.38, -0.81, 0.35, 0.37, 0.30, 0.32, 0.39, 0.38, -0.94, 0.51, -0.40, -0.14, 0.37, 0.37, -0.84, 0.32, 0.29, 0.37, 0.36, 0.36, 0.38, -1.00, 0.56, -0.40, -0.15, 0.35, 0.38, -0.85, 0.32, 0.32, 0.37, 0.36, 0.36, 0.39, -1.06, 0.60, -0.39, -0.23, 0.38, 0.43, -0.77, 0.32, 0.35, 0.37, 0.33, 0.35, 0.31], "homo_ha": -0.3643, "energy_ev": -52884.4143, "charge": 3, "relative_energy_kj_mol": 762.0, "homo_lumo_gap_ev": 3.440}

---

Record 3
{"formula": "C4H12", "method": "ωB97M-V/def2-TZVPD", "symbols": ["C", "C", "H", "H", "H", "H", "H", "H", "C", "C", "H", "H", "H", "H", "H", "H"], "coordinates": [[1.295, -1.604, -1.830], [1.782, -0.645, -0.739], [1.908, -1.245, -2.710], [1.913, -2.497, -1.723], [0.265, -1.457, -2.107], [1.318, 0.322, -0.979], [2.847, -0.593, -0.525], [1.269, -0.789, 0.218], [-0.845, 0.883, 1.499], [-2.297, 1.192, 1.110], [-0.251, 0.615, 0.616], [-0.415, 1.834, 1.832], [-0.788, 0.073, 2.214], [-2.869, 0.889, 1.997], [-2.691, 0.753, 0.196], [-2.440, 2.268, 0.931]], "mulliken_charge": [-0.82, -0.82, 0.23, 0.30, 0.30, 0.24, 0.37, 0.22, -0.34, -0.84, -0.23, 0.25, 0.35, 0.24, 0.30, 0.26], "homo_ha": -0.4018, "smiles": "CC.CC", "energy_ev": -4341.5428, "charge": 0, "relative_energy_kj_mol": 95.1, "homo_lumo_gap_ev": 12.019}

---

Record 4
{"formula": "C7H36O11", "method": "ωB97M-V/def2-TZVPD", "symbols": ["C", "O", "H", "H", "H", "H", "C", "O", "H", "H", "H", "H", "C", "O", "H", "H", "H", "H", "C", "O", "H", "H", "H", "H", "C", "O", "H", "H", "H", "H", "C", "O", "H", "H", "H", "H", "C", "O", "H", "H", "H", "H", "O", "H", "H", "O", "H", "H", "O", "H", "H", "O", "H", "H"], "coordinates": [[0.018, -0.162, 0.261], [0.620, -1.263, 0.864], [-0.142, -0.094, -0.815], [-0.883, 0.103, 0.816], [0.558, 0.776, 0.387], [1.353, -1.378, 0.255], [-2.580, 1.178, -2.402], [-1.223, 1.418, -2.817], [-3.279, 1.782, -2.981], [-2.920, 0.177, -2.665], [-2.694, 1.220, -1.319], [-1.325, 1.546, -3.763], [3.502, -1.143, -1.879], [2.731, -2.210, -1.285], [4.309, -1.674, -2.384], [3.121, -0.600, -2.743], [3.912, -0.562, -1.053], [2.438, -2.725, -2.040], [1.195, 3.793, -2.438], [1.420, 2.383, -2.384], [0.693, 4.263, -3.283], [0.593, 4.140, -1.598], [2.197, 4.222, -2.453], [0.553, 1.981, -2.289], [-0.758, 3.886, 1.026], [-1.863, 4.270, 1.839], [-0.201, 4.784, 0.760], [-0.022, 3.221, 1.479], [-1.118, 3.409, 0.114], [-1.546, 4.644, 2.665], [-0.241, 1.188, 3.614], [0.262, -0.093, 3.713], [-0.726, 1.315, 2.646], [-0.950, 1.211, 4.442], [0.473, 2.006, 3.710], [0.378, -0.395, 2.809], [-1.257, -2.884, -2.592], [-2.247, -2.947, -1.507], [-1.135, -1.839, -2.878], [-0.239, -3.234, -2.418], [-1.731, -3.340, -3.461], [-2.839, -3.652, -1.778], [3.205, -3.092, 1.357], [3.427, -4.017, 1.252], [2.905, -2.817, 0.490], [-0.348, -3.608, 1.747], [-1.189, -3.831, 1.349], [-0.175, -2.712, 1.455], [1.596, -2.903, 3.800], [2.197, -2.655, 3.098], [0.726, -2.836, 3.407], [-3.508, 0.294, 2.687], [-3.364, -0.209, 1.886], [-3.881, -0.336, 3.303]], "mulliken_charge": [-0.71, -0.05, 0.23, 0.14, 0.42, -0.05, -0.72, -0.43, 0.39, 0.26, 0.24, 0.24, -0.71, -0.48, 0.35, 0.31, 0.28, 0.23, -0.39, -0.43, 0.28, -0.01, 0.27, 0.34, -0.31, -0.53, 0.35, 0.19, -0.03, 0.30, -0.27, -0.50, -0.03, 0.27, 0.22, 0.24, -0.46, -0.48, 0.08, 0.13, 0.44, 0.29, -0.61, 0.28, 0.36, -0.68, 0.29, 0.45, -0.59, 0.36, 0.23, -0.59, 0.28, 0.31], "homo_ha": -0.3441, "smiles": "CO.CO.CO.CO.CO.CO.CO.O.O.O.O", "energy_ev": -30361.1826, "charge": 0, "relative_energy_kj_mol": 551.2, "homo_lumo_gap_ev": 9.366}